{
  "formula": "C42H73N7O9PS3",
  "method": "ωB97M-V/def2-TZVPD",
  "charge": 1,
  "multiplicity": 3,
  "s_squared": 2.01,
  "mol_weight_g_mol": 947.3,
  "gap_ev": [7.96, 7.38],
  "symbols": ["C", "S", "O", "O", "N", "C", "C", "N", "C", "C", "C", "N", "C", "C", "C", "C", "C", "C", "C", "O", "C", "C", "C", "O", "P", "O", "O", "O", "C", "C", "C", "C", "S", "C", "S", "N", "C", "C", "N", "C", "H", "H", "H", "H", "H", "H", "H", "H", "H", "H", "H", "H", "H", "H", "H", "H", "H", "H", "H", "H", "H", "H", "H", "H", "H", "H", "H", "H", "H", "H", "H", "H", "H", "H", "H", "H", "H", "C", "C", "C", "C", "C", "C", "N", "O", "C", "C", "C", "H", "H", "H", "H", "H", "H", "H", "H", "H", "H", "H", "H", "H", "H", "H", "H", "H", "H", "C", "C", "C", "C", "C", "C", "N", "O", "C", "C", "C", "H", "H", "H", "H", "H", "H", "H", "H", "H", "H", "H", "H", "H", "H", "H", "H", "H", "H"],
  "xyz": [[-0.971955, 1.624937, 3.248953], [0.625675, 2.098628, 2.577752], [1.631863, 1.408699, 3.332160], [0.743978, 3.505820, 2.829088], [0.787105, 1.894653, 0.915802], [-0.448347, 1.948195, 0.118748], [-0.794832, 0.585494, -0.581984], [-0.343107, -0.471123, 0.392227], [-1.117167, -1.720880, 0.084083], [-2.546670, -1.655859, 0.689892], [-3.640340, -1.471210, -0.406409], [-4.238992, -0.146396, -0.191185], [-5.347600, -0.228243, 0.772781], [-6.137948, 1.068562, 0.901066], [-7.504157, 0.951419, 1.176425], [-8.314004, 2.059382, 1.267927], [-7.768247, 3.318089, 1.096758], [-6.419319, 3.492323, 0.861581], [-5.633062, 2.351648, 0.764328], [-4.260270, 2.563403, 0.523797], [1.132460, -0.601912, 0.440941], [1.744090, -1.464540, -0.691548], [3.229456, -1.771538, -0.455804], [4.134627, -1.409424, -1.165254], [1.453094, -1.538634, 2.060991], [0.357836, -1.308157, 3.005961], [2.841391, -1.165656, 2.756324], [1.496479, -3.131867, 1.727079], [1.738820, 0.863601, 0.494718], [2.341870, 1.358621, -0.850518], [3.145165, 2.673759, -0.564426], [4.163129, 2.834367, -1.725020], [5.508235, 4.006237, -1.355983], [4.635676, 5.411682, -0.622161], [3.891849, 6.476851, -1.588586], [4.635984, 5.483727, 0.775374], [5.339852, 4.616554, 1.613777], [5.024553, 5.111567, 2.842920], [4.170023, 6.195146, 2.798035], [3.950552, 6.391798, 1.536179], [-0.903130, 1.858652, 4.317594], [-1.817808, 2.173026, 2.822491], [-1.161828, 0.541283, 3.188038], [-0.304711, 2.660683, -0.709032], [-1.337275, 2.292932, 0.655400], [-1.874797, 0.526192, -0.760170], [-0.199130, 0.510311, -1.494807], [-0.722330, -0.137676, 1.288508], [-1.212473, -1.773405, -1.008103], [-0.633103, -2.641316, 0.424776], [-2.725946, -2.615620, 1.193034], [-2.606665, -0.864364, 1.449365], [-3.197986, -1.449731, -1.414429], [-4.371837, -2.296208, -0.382083], [-4.565275, 0.210562, -1.087866], [-4.937063, -0.551876, 1.740816], [-6.050929, -0.975814, 0.358942], [-7.900041, -0.055711, 1.312740], [-9.374237, 1.918678, 1.469638], [-8.395278, 4.207502, 1.145860], [-5.997952, 4.488213, 0.757713], [-3.904048, 2.770992, 1.396861], [1.279130, -2.457923, -0.781597], [1.664500, -1.006945, -1.686997], [3.495859, -2.435617, 0.400323], [3.647246, -1.526923, 2.325578], [2.314791, -3.523323, 2.071640], [2.606158, 0.822951, 1.166970], [1.585135, 1.630774, -1.599116], [3.062790, 0.669022, -1.294622], [2.490537, 3.545904, -0.481593], [3.731664, 2.537209, 0.357414], [3.591812, 3.157290, -2.609925], [4.656889, 1.888391, -1.978678], [5.962691, 3.779207, 1.352600], [5.436251, 4.679867, 3.749921], [3.323095, 7.145606, 1.079295], [-7.596043, 0.835226, -6.030352], [-6.210697, 0.682703, -5.355442], [-5.238423, 0.000528, -6.323516], [-5.503969, -1.493010, -6.497880], [-5.563043, -2.197459, -5.145976], [-6.541469, -1.543093, -4.166318], [-6.344776, -0.065215, -4.066977], [-5.278775, 0.161558, -3.351756], [-7.989187, -1.860535, -4.590796], [-6.400968, -2.219370, -2.801027], [-5.740415, 2.121219, -5.121077], [-7.666119, 1.773092, -6.580382], [-7.807759, 0.049629, -6.754559], [-8.399008, 0.850094, -5.292467], [-4.210164, 0.129655, -5.968366], [-5.287225, 0.490513, -7.298380], [-6.432112, -1.656182, -7.052220], [-4.710656, -1.933378, -7.105073], [-5.836007, -3.244588, -5.294848], [-4.555468, -2.204770, -4.714347], [-8.706117, -1.325525, -3.965895], [-8.192100, -2.926475, -4.480764], [-8.201512, -1.625235, -5.630389], [-5.381594, -2.177963, -2.419841], [-6.667605, -3.273643, -2.874439], [-7.063383, -1.758423, -2.064100], [-6.410809, 2.646544, -4.437953], [-5.726406, 2.667504, -6.063803], [-4.729598, 2.171828, -4.716873], [7.370289, -1.714333, 5.235603], [6.379294, -2.554726, 4.393672], [6.839419, -4.017516, 4.363656], [8.059589, -4.254785, 3.471120], [7.826725, -3.694605, 2.070240], [7.384509, -2.229256, 2.075428], [6.252386, -1.977479, 3.021836], [5.152144, -2.433108, 2.476244], [8.587491, -1.330823, 2.425788], [7.005732, -1.817193, 0.661564], [5.057519, -2.469286, 5.164098], [7.084416, -1.704113, 6.286570], [8.388245, -2.100151, 5.207932], [7.386840, -0.673168, 4.910844], [6.023018, -4.655470, 4.008593], [7.066258, -4.350215, 5.378531], [8.953854, -3.809463, 3.915291], [8.257998, -5.326142, 3.407819], [8.737612, -3.801457, 1.477931], [7.068376, -4.310083, 1.573893], [8.280194, -0.289220, 2.534709], [9.332557, -1.369632, 1.630946], [9.106920, -1.628801, 3.332864], [6.227674, -2.459304, 0.250577], [7.854688, -1.881718, -0.017982], [6.647198, -0.785055, 0.642671], [4.696679, -1.439718, 5.212343], [5.197112, -2.823605, 6.184510], [4.274221, -3.087324, 4.725240]],
  "atomic_forces_ev_per_a": [[-0.6, -0.8, -0.4], [1.2, 2.6, 2.9], [-0.1, -1.6, -1.3], [-1.2, 0.4, -1.0], [-0.8, -1.7, 1.0], [-0.3, 0.1, -1.7], [1.0, 1.5, 0.9], [-1.5, -0.5, -1.1], [-0.9, -0.7, 0.0], [0.1, -1.0, -0.7], [0.2, 1.1, 0.5], [0.1, -0.4, -0.4], [0.1, 0.5, -1.0], [-0.2, -0.3, 0.1], [0.4, -0.4, -0.1], [-0.5, -0.2, 0.1], [-0.4, 0.9, 0.1], [-0.4, -0.5, 0.0], [1.0, 0.5, -0.2], [-0.2, -0.1, 0.5], [1.2, -0.5, 0.7], [0.0, 0.1, -0.7], [0.8, -0.2, -0.1], [-0.8, 0.1, 0.1], [0.0, -0.5, 2.5], [-0.8, 0.6, -0.7], [-0.9, -0.2, -1.7], [0.7, 1.0, -0.5], [0.7, -0.3, -1.2], [0.2, 1.3, 0.5], [0.8, -1.2, -0.6], [-1.2, 0.8, 0.1], [0.3, -0.1, 0.2], [-0.6, -0.1, -0.2], [0.0, 0.0, 0.2], [0.7, -1.1, -2.4], [-0.8, 1.2, 1.4], [0.8, -1.0, 0.4], [0.1, -0.1, 0.0], [0.0, 0.2, 0.4], [0.3, 0.1, -0.3], [0.4, 0.1, 0.0], [0.3, 0.3, 0.0], [-0.1, 0.0, 0.4], [0.5, 0.0, 0.3], [0.2, -0.2, 0.1], [-0.3, -0.4, 0.1], [0.7, -0.4, 0.3], [0.3, 0.0, 0.3], [0.4, 0.5, 0.2], [0.2, 0.3, 0.1], [-0.2, -0.2, -0.2], [-0.1, -0.2, 0.3], [0.1, 0.2, 0.1], [-0.3, 0.0, 0.2], [-0.2, 0.0, -0.2], [0.0, 0.0, 0.7], [-0.1, 0.3, -0.1], [0.2, 0.2, 0.0], [0.0, -0.3, 0.1], [0.1, -0.3, -0.1], [0.1, 0.1, -0.2], [-0.1, 0.3, 0.3], [0.0, 0.1, 0.3], [-0.3, 0.2, -0.2], [0.5, -0.1, 0.5], [-0.2, -0.2, 0.0], [-0.5, 0.2, 0.2], [0.1, -0.4, 0.1], [-0.4, -0.2, 0.2], [0.2, -0.1, 0.1], [-0.4, 0.2, 0.0], [0.4, 0.0, 0.1], [0.1, 0.3, 0.2], [-0.1, 0.3, -0.4], [-0.4, 0.4, 0.1], [0.1, -0.1, 0.1], [-0.2, -0.2, 0.0], [-1.3, 1.2, -1.3], [0.3, -0.6, 0.1], [-0.1, 0.0, 0.0], [0.4, 0.3, -0.3], [-1.7, -1.3, 0.1], [2.8, -0.6, -0.3], [-0.6, 0.3, 0.5], [-0.2, 0.1, -0.3], [0.4, 0.4, 0.4], [0.4, 0.0, 0.6], [0.2, 0.0, 0.0], [0.0, -0.1, 0.1], [0.0, 0.0, 0.0], [-0.1, 0.1, 0.1], [-0.1, 0.2, 0.1], [0.0, 0.0, 0.0], [0.0, 0.0, 0.0], [-0.1, 0.0, 0.2], [-0.1, 0.1, 0.1], [0.1, 0.0, 0.0], [0.2, 0.0, 0.1], [0.0, 0.1, 0.0], [0.0, 0.1, -0.1], [-0.1, 0.1, -0.2], [0.0, 0.0, 0.0], [0.0, 0.0, 0.0], [-0.1, -0.2, -0.1], [-0.1, -0.1, 0.1], [0.3, 0.2, -0.1], [0.5, 0.7, 2.1], [0.2, -0.3, -0.7], [0.0, 0.1, 0.1], [-0.3, -0.5, 0.5], [1.8, 1.2, -0.6], [-1.0, -2.9, -0.9], [0.0, 0.9, 0.0], [0.1, 0.0, 0.4], [-0.8, 0.0, -0.2], [-0.5, 0.0, -0.5], [-0.1, -0.1, -0.1], [0.0, 0.1, -0.1], [0.0, 0.0, 0.0], [-0.1, 0.1, 0.0], [-0.1, 0.2, 0.1], [0.0, 0.0, 0.0], [0.0, 0.0, 0.0], [0.0, 0.2, -0.1], [-0.1, 0.1, 0.0], [0.0, 0.0, 0.0], [-0.2, -0.1, -0.1], [-0.1, 0.0, 0.0], [0.0, 0.1, 0.0], [0.2, 0.0, 0.2], [0.0, 0.0, 0.0], [0.0, 0.0, 0.0], [0.2, 0.0, -0.1], [0.0, 0.1, -0.1]],
  "mulliken_charge": [-0.836, 1.395, -0.574, -0.714, 0.210, -1.674, -0.081, 1.382, -1.131, -0.679, -1.267, 0.588, -0.888, 0.266, -0.813, -0.860, -0.332, -0.461, 0.560, -0.439, 0.524, -0.720, -0.330, -0.512, 0.898, -0.675, -0.289, -0.567, -1.746, -1.502, -0.891, -0.507, -0.201, 0.332, -0.215, 0.131, -0.407, -0.493, -0.627, -0.034, 0.480, 0.228, 0.157, 0.356, 0.662, 0.361, 0.273, -0.471, 0.617, 0.605, 0.617, 0.047, 0.432, 0.672, 0.014, 0.450, 0.297, 0.432, 0.399, 0.369, 0.468, 0.250, 0.592, 0.508, 0.536, 0.348, 0.380, 1.499, 0.236, 0.781, 0.399, 0.340, 0.420, 0.369, 0.592, 0.398, 0.364, -1.761, 1.940, -1.251, -0.546, -1.194, 1.851, 0.268, -0.494, -1.893, -1.604, -2.046, 0.487, 0.324, 0.346, 0.364, 0.353, 0.314, 0.394, 0.398, 0.272, 0.381, 0.471, 0.336, -0.026, 0.498, 0.483, 0.464, 0.507, 0.317, -1.810, 1.869, -1.264, -0.527, -1.210, 1.795, 0.446, -0.759, -1.771, -2.007, -2.031, 0.490, 0.334, 0.344, 0.351, 0.354, 0.335, 0.388, 0.412, 0.315, 0.366, 0.458, 0.331, 0.269, 0.502, 0.444, 0.486, 0.614, 0.219]
}